ORCA calculation (wB97M-V/def2-TZVPD) on C38H58BiIN7O2Si3 as an isolated structure at a distorted geometry.

The geometry in ORCA input format:
```
! wB97M-V def2-TZVPD RIJCOSX def2/J DEFGRID3
* xyz 1 1
Bi 9.853 10.050 16.585
C 12.766 13.125 11.577
C 14.106 12.877 11.936
C 14.397 12.325 13.177
C 13.339 12.092 14.093
N 12.072 12.392 13.774
C 11.793 12.817 12.544
C 13.642 11.588 15.451
C 14.822 10.850 15.721
C 15.067 10.507 17.032
C 14.210 10.917 18.051
C 13.082 11.650 17.674
N 12.742 11.855 16.397
C 12.166 12.226 18.686
C 12.653 12.667 19.948
C 11.745 13.280 20.828
C 10.388 13.415 20.470
C 10.021 12.908 19.227
N 10.847 12.297 18.371
H 12.454 13.495 10.605
H 14.886 13.108 11.239
H 15.418 12.111 13.464
H 10.738 12.980 12.350
H 15.480 10.535 14.921
H 15.943 9.923 17.270
H 14.386 10.718 19.121
H 13.693 12.571 20.213
H 12.086 13.646 21.782
H 9.644 13.850 21.123
H 8.992 12.977 18.883
N 8.276 9.574 14.689
C 7.353 10.706 14.424
C 8.116 12.027 14.228
N 9.180 12.209 15.250
H 8.879 9.462 13.847
H 7.724 8.717 14.867
H 6.659 10.809 15.282
H 6.735 10.546 13.509
H 7.386 12.842 14.306
H 8.543 12.032 13.201
H 8.940 12.979 15.879
H 10.092 12.417 14.826
C 6.314 11.511 18.017
O 7.236 10.445 17.836
Si 7.588 9.188 18.868
C 5.976 8.341 19.423
C 8.265 10.029 20.422
C 8.806 8.188 17.833
Si 7.969 6.860 16.779
C 8.898 6.218 15.242
C 7.629 5.278 17.779
C 6.296 7.483 16.117
Si 10.146 7.462 18.960
C 11.256 6.139 18.177
C 9.422 6.655 20.535
C 11.440 8.719 19.543
H 6.324 11.848 19.084
H 5.281 11.182 17.756
H 6.582 12.354 17.336
H 5.518 8.914 20.250
H 6.176 7.297 19.787
H 5.223 8.276 18.612
H 7.517 10.767 20.817
H 9.171 10.627 20.187
H 8.506 9.307 21.235
H 9.893 5.775 15.478
H 9.032 6.919 14.398
H 8.301 5.356 14.830
H 8.592 4.754 18.035
H 7.037 4.553 17.160
H 7.079 5.416 18.725
H 6.153 7.254 15.029
H 6.140 8.562 16.278
H 5.484 6.966 16.677
H 10.722 5.506 17.424
H 11.584 5.446 18.998
H 12.161 6.603 17.734
H 9.103 5.615 20.357
H 8.563 7.222 20.937
H 10.160 6.587 21.369
H 10.989 9.612 19.983
H 12.074 8.239 20.348
H 12.107 9.036 18.705
I 11.783 8.360 15.285
C 11.736 9.208 8.192
N 10.834 9.591 9.244
N 11.099 9.374 10.601
C 10.112 9.958 11.337
O 10.061 9.988 12.577
C 9.157 10.505 10.382
C 9.653 10.275 9.110
C 9.039 10.637 7.809
C 12.198 8.594 11.107
C 13.360 9.213 11.574
C 14.377 8.448 12.157
C 14.317 7.040 12.249
C 13.144 6.445 11.762
C 12.111 7.201 11.206
H 12.711 8.917 8.652
H 11.855 10.075 7.495
H 11.303 8.369 7.614
H 8.282 11.059 10.659
H 8.022 11.057 8.005
H 8.899 9.733 7.182
H 9.590 11.416 7.257
H 13.484 10.291 11.482
H 15.254 8.976 12.514
H 15.133 6.469 12.676
H 12.973 5.380 11.828
H 11.247 6.709 10.754
*
```

Output
E = -3397.3421 Eh
Kohn-Sham gap = 0.284 Ha
Molecular weight = 1065.071 g mol⁻¹

=====

ORCA calculation (wB97M-V/def2-TZVPD) on a 5-piece molecular cluster, C38H58N7OPSi overall at a distorted geometry.

The geometry in ORCA input format:
```
! wB97M-V def2-TZVPD RIJCOSX def2/J DEFGRID3
* xyz 0 1
C -5.134 -2.046 0.793
C -3.714 -2.543 0.249
P -2.459 -2.299 1.623
C -1.099 -3.589 1.559
C -1.758 -4.980 2.030
C -1.779 -0.548 1.644
C -2.493 0.390 2.527
C -2.039 1.832 2.660
C -0.873 2.235 1.893
C -0.150 1.295 0.960
N 0.952 1.806 0.275
C 1.571 0.887 -0.518
C 2.861 1.382 -1.291
C 3.129 2.918 -0.969
O 2.138 3.784 -1.549
Si 2.109 5.336 -0.826
C 1.434 5.254 0.971
C 0.858 6.449 -1.773
C 3.795 6.222 -0.808
C 1.061 -0.520 -0.654
C 1.866 -1.491 -1.615
C 2.729 -2.560 -0.803
C 4.257 -2.106 -0.608
C 4.702 -2.112 0.913
C 4.635 -0.696 1.621
N 5.491 0.341 0.990
N -0.010 -1.075 -0.017
C -0.578 -0.110 0.810
H -5.365 -2.648 1.724
H -5.970 -2.254 0.073
H -5.058 -0.970 1.113
H -3.429 -2.061 -0.726
H -3.839 -3.659 0.077
H -0.252 -3.389 2.268
H -0.638 -3.680 0.526
H -2.883 -4.821 2.022
H -1.556 -5.821 1.316
H -1.505 -5.228 3.100
H -3.366 0.061 3.138
H -2.615 2.504 3.343
H -0.493 3.286 1.990
H 3.782 0.832 -0.927
H 2.749 1.320 -2.407
H 3.188 3.095 0.143
H 4.129 3.230 -1.412
H 1.441 6.296 1.408
H 2.004 4.533 1.622
H 0.340 4.976 0.878
H 1.148 6.603 -2.848
H 0.817 7.434 -1.214
H -0.179 6.000 -1.672
H 4.589 5.617 -0.276
H 3.706 7.236 -0.307
H 4.195 6.443 -1.847
H 2.444 -0.945 -2.405
H 1.059 -2.070 -2.166
H 2.723 -3.517 -1.389
H 2.221 -2.756 0.189
H 4.872 -2.871 -1.174
H 4.472 -1.115 -1.104
H 4.038 -2.830 1.480
H 5.776 -2.462 1.006
H 5.034 -0.847 2.672
H 3.553 -0.384 1.641
H 5.843 0.029 0.082
H 4.995 1.234 0.893
C 10.245 0.550 3.738
C 9.589 1.119 4.859
C 8.267 1.270 4.523
N 8.101 0.818 3.242
C 9.301 0.373 2.759
H 11.291 0.298 3.659
H 10.034 1.387 5.804
H 7.432 1.660 5.084
H 7.230 0.813 2.733
H 9.379 -0.029 1.761
C -5.144 -5.231 -2.892
C -6.022 -4.249 -2.362
C -7.117 -4.904 -1.864
N -6.938 -6.247 -2.077
C -5.734 -6.453 -2.699
H -4.187 -5.060 -3.360
H -5.866 -3.182 -2.347
H -8.007 -4.534 -1.379
H -7.587 -6.969 -1.818
H -5.405 -7.449 -2.950
C -1.300 7.765 -4.765
C -1.354 8.704 -5.827
C -1.140 8.014 -6.993
N -0.954 6.696 -6.675
C -1.055 6.535 -5.319
H -1.427 7.968 -3.713
H -1.531 9.765 -5.745
H -1.102 8.347 -8.018
H -0.772 5.960 -7.335
H -0.943 5.562 -4.867
C -7.507 -5.409 3.310
C -8.886 -5.735 3.249
C -9.119 -6.299 2.021
N -7.933 -6.322 1.336
C -6.945 -5.786 2.117
H -6.985 -4.950 4.135
H -9.625 -5.574 4.019
H -10.022 -6.684 1.575
H -7.806 -6.677 0.406
H -5.930 -5.718 1.757
*
```

Output
E = -2572.0486 Eh
Kohn-Sham gap = 0.258 Ha
Molecular weight = 687.990 g mol⁻¹
Structure (SMILES) = CCP(CC)c1cccc2nc(CCO[Si](C)(C)C)c(CCCCCN)nc12.c1cc[nH]c1.c1cc[nH]c1.c1cc[nH]c1.c1cc[nH]c1

=====

ORCA calculation (wB97M-V/def2-TZVPD) on C38H59B2MnN6O4 as an isolated structure at a distorted geometry.

The geometry in ORCA input format:
```
! wB97M-V def2-TZVPD RIJCOSX def2/J DEFGRID3
* xyz 0 5
Mn 0.001 0.566 -0.267
C 1.840 5.791 0.082
C 1.418 4.617 -0.741
C 1.397 4.491 -2.115
C 0.923 3.188 -2.359
N 0.673 2.581 -1.213
N 0.972 3.454 -0.219
B 0.882 3.070 1.282
N -0.603 2.686 1.581
N -1.336 2.104 0.597
C -2.618 2.239 0.918
C -2.719 2.890 2.161
C -1.421 3.165 2.541
C -0.935 3.864 3.767
C -3.746 1.870 -0.017
C -4.801 1.069 0.753
C -4.371 3.175 -0.534
C -3.215 1.089 -1.221
N 1.882 1.903 1.515
N 2.099 1.008 0.523
C 3.135 0.267 0.876
C 3.619 0.696 2.125
C 2.796 1.739 2.496
C 2.838 2.589 3.723
C 3.665 -0.842 0.004
C 2.897 -0.898 -1.318
C 5.149 -0.593 -0.278
C 3.482 -2.166 0.752
C 0.704 2.532 -3.702
C 0.212 1.093 -3.538
C -0.344 3.344 -4.475
C 2.033 2.523 -4.467
H 2.121 6.612 -0.573
H 2.694 5.539 0.714
H 1.030 6.123 0.734
H 1.690 5.241 -2.833
H 1.182 3.998 1.972
H -3.616 3.140 2.707
H -1.732 3.903 4.508
H -0.623 4.887 3.544
H -0.081 3.343 4.198
H -5.316 1.711 1.472
H -4.338 0.252 1.304
H -5.544 0.647 0.070
H -4.668 3.821 0.295
H -5.255 2.960 -1.140
H -3.654 3.721 -1.151
H -2.696 0.180 -0.913
H -2.517 1.718 -1.777
H -4.035 0.801 -1.881
H 4.447 0.294 2.689
H 3.593 2.216 4.412
H 1.874 2.584 4.233
H 3.074 3.626 3.477
H 3.064 0.013 -1.895
H 1.823 -0.992 -1.130
H 3.214 -1.760 -1.908
H 5.285 0.357 -0.800
H 5.561 -1.390 -0.903
H 5.722 -0.555 0.651
H 2.421 -2.325 0.961
H 4.014 -2.151 1.705
H 3.861 -3.001 0.155
H -0.723 1.061 -2.974
H 0.955 0.491 -3.011
H 0.034 0.641 -4.517
H -1.279 3.382 -3.911
H -0.545 2.892 -5.451
H -0.003 4.368 -4.634
H 2.785 1.966 -3.904
H 2.405 3.537 -4.619
H 1.913 2.050 -5.446
C -0.955 -0.313 3.567
C -1.001 -0.813 2.145
O -0.059 -0.508 1.374
C -2.147 -1.575 1.683
C -3.208 -1.903 2.547
C -4.335 -2.566 2.104
C -4.469 -2.905 0.762
C -3.432 -2.626 -0.114
C -2.282 -2.009 0.340
O -1.238 -1.898 -0.590
H -0.046 0.275 3.690
H -0.947 -1.143 4.279
H -1.825 0.315 3.781
H -3.129 -1.631 3.592
H -5.118 -2.824 2.806
H -5.368 -3.390 0.404
H -3.496 -2.900 -1.161
C 1.504 -5.503 0.820
C 0.230 -5.118 0.088
C -0.901 -6.045 0.541
O -0.153 -3.790 0.492
B -0.518 -3.084 -0.622
O -0.180 -3.703 -1.790
C 0.385 -4.996 -1.486
C 1.828 -4.982 -1.971
C -0.409 -6.031 -2.272
H 1.316 -5.441 1.892
H 2.325 -4.831 0.589
H 1.793 -6.526 0.571
H -0.917 -6.054 1.632
H -0.754 -7.066 0.190
H -1.865 -5.668 0.196
H 2.402 -4.207 -1.461
H 1.825 -4.749 -3.036
H 2.308 -5.950 -1.821
H -1.476 -5.926 -2.079
H -0.094 -7.042 -2.009
H -0.239 -5.880 -3.339
*
```

Output
E = -3313.8357 Eh
Kohn-Sham gap (spin up / spin down) = 0.208 / 0.270 Ha
Molecular weight = 740.490 g mol⁻¹

=====

ORCA calculation (wB97M-V/def2-TZVPD) on C38H59BClFI2N3O15P as an isolated structure at a distorted geometry.

The geometry in ORCA input format:
```
! wB97M-V def2-TZVPD RIJCOSX def2/J DEFGRID3
* xyz 0 1
C 4.307 0.725 1.245
C 3.705 1.559 0.147
O 3.597 1.195 -1.001
O 3.259 2.810 0.528
C 1.834 2.861 0.650
C 1.328 1.827 1.652
C -0.157 2.049 2.008
C -1.121 1.411 0.988
C -2.034 0.170 1.092
C -2.885 0.263 -0.200
B -2.323 0.925 -1.558
O -2.492 2.293 -1.766
O -1.752 0.245 -2.581
C -1.398 -1.243 1.064
I 0.256 -1.467 -0.415
N -0.972 -1.781 2.301
I -1.114 -3.807 2.296
C -0.981 -1.010 3.539
C -0.920 -1.896 4.816
N 0.381 -2.553 4.954
C 0.486 -0.340 3.618
O 0.700 0.430 4.579
O 1.278 -0.716 2.771
C -2.208 -0.028 3.650
F -3.073 -0.770 4.505
C -2.041 1.212 4.561
C -2.945 1.406 5.792
C -4.450 1.615 5.675
Cl -5.193 1.389 7.305
N -2.995 0.120 2.317
C -4.006 -1.020 2.326
C -4.957 -1.391 1.174
C -6.290 -1.840 1.794
O -4.396 -2.513 0.502
C -4.824 -2.719 -0.836
C -3.977 -3.828 -1.392
C -4.276 -5.152 -1.095
C -3.454 -6.159 -1.568
C -2.334 -5.853 -2.322
C -2.038 -4.540 -2.638
C -2.867 -3.538 -2.163
P -4.111 1.727 2.482
O -3.429 3.100 1.987
O -5.447 1.518 1.581
H 5.269 0.346 0.903
H 3.623 -0.090 1.487
H 4.470 1.329 2.134
H 1.405 2.630 -0.336
H 1.535 3.882 0.891
H 1.938 1.835 2.551
H 1.392 0.871 1.137
H -0.231 1.819 3.062
H -0.276 3.144 1.946
H -1.767 2.213 0.633
H -0.469 1.214 0.133
H -3.813 0.815 -0.014
H -3.215 -0.734 -0.490
H -1.801 2.828 -1.369
H -1.996 -0.684 -2.619
H -2.111 -1.942 0.639
H -1.703 -2.648 4.831
H -1.037 -1.232 5.670
H 0.856 -2.212 5.778
H 0.258 -3.548 5.085
H -1.075 1.020 5.041
H -1.863 2.162 4.063
H -2.765 0.649 6.554
H -2.551 2.319 6.250
H -4.689 2.637 5.398
H -4.952 0.906 5.031
H -4.716 -0.716 3.091
H -3.537 -1.961 2.599
H -5.233 -0.610 0.468
H -7.006 -2.089 1.016
H -6.108 -2.673 2.474
H -6.695 -1.018 2.389
H -5.882 -3.002 -0.890
H -4.706 -1.804 -1.430
H -5.144 -5.360 -0.481
H -3.687 -7.186 -1.319
H -1.673 -6.634 -2.675
H -1.170 -4.265 -3.218
H -2.647 -2.503 -2.388
H -2.480 3.239 2.116
H -6.026 2.285 1.699
O 0.617 -6.091 -4.439
C 1.106 -5.138 -4.969
O 0.391 -4.295 -5.753
C 1.253 -3.303 -6.337
C 2.472 -3.247 -5.424
C 2.555 -4.689 -4.924
H 1.506 -3.622 -7.350
H 0.717 -2.359 -6.390
H 3.369 -2.896 -5.930
H 2.275 -2.578 -4.585
H 3.135 -5.327 -5.593
H 2.945 -4.764 -3.913
O 6.676 7.816 -0.583
C 5.911 6.968 -0.940
O 6.117 5.653 -0.707
C 5.088 4.865 -1.344
C 3.915 5.815 -1.523
C 4.623 7.153 -1.725
H 5.470 4.501 -2.297
H 4.844 4.019 -0.712
H 3.257 5.527 -2.341
H 3.321 5.847 -0.607
H 4.879 7.329 -2.770
H 4.059 7.996 -1.334
O 5.219 3.349 -4.457
C 5.892 2.364 -4.369
O 7.193 2.344 -4.746
C 7.724 1.013 -4.633
C 6.817 0.307 -3.633
C 5.473 0.989 -3.887
H 7.696 0.546 -5.620
H 8.758 1.074 -4.303
H 6.801 -0.774 -3.758
H 7.148 0.522 -2.616
H 4.908 0.500 -4.683
H 4.867 1.059 -2.988
*
```

Output
E = -4297.8971 Eh
Kohn-Sham gap = 0.272 Ha
Molecular weight = 1147.941 g mol⁻¹

=====

> What is the formula in the third record?

C38H59B2MnN6O4